{
  "formula": "C9H16",
  "method": "wB97M-V/def2-TZVPD",
  "lumo_ev": 1.06,
  "homo_ev": -8.603,
  "multiplicity": 1,
  "energy_ha": -352.17543,
  "elements": ["C", "C", "C", "C", "C", "C", "C", "C", "C", "H", "H", "H", "H", "H", "H", "H", "H", "H", "H", "H", "H", "H", "H", "H", "H"],
  "coordinates": [[-1.4833, -1.6302, 0.5539], [1.2460, -0.0273, -0.9373], [-1.4556, -0.5442, -0.4929], [0.2171, 2.0180, -0.0138], [-2.5055, 0.4787, -0.3681], [2.5007, -0.1433, 0.0537], [1.6039, -1.4324, -0.0389], [0.2616, 1.1112, 1.0621], [0.0690, 0.4124, -0.2394], [2.0161, -2.5012, -0.2207], [-2.7172, -2.0057, 0.6722], [1.5049, -0.0905, -2.1032], [3.4087, -0.2058, -0.5282], [-1.6415, -0.9835, -1.4089], [1.0580, 2.5959, -0.3676], [-3.6038, -0.2182, -0.0352], [-0.7481, 2.8373, -0.1476], [-0.5464, 1.0535, 1.7206], [-0.7309, -2.4242, 0.0576], [-0.9334, -1.4478, 1.7659], [2.6303, 0.0945, 1.3303], [-1.9501, 1.1644, 0.5872], [0.9021, -1.4977, 0.8189], [-2.5512, 1.2861, -1.1471], [1.1792, 0.8854, 1.5301]],
  "forces_ev_per_angstrom": [[0.317, -2.439, 1.972], [3.475, -4.482, 1.464], [2.687, 3.474, 2.429], [-4.264, 3.322, -2.699], [-1.290, 1.445, 4.374], [-0.999, -2.128, 1.985], [1.281, 0.781, -0.449], [0.488, -1.938, 1.010], [-3.217, 1.688, -1.998], [-0.518, 2.172, -0.607], [3.900, 0.708, -0.189], [-0.933, 0.529, 2.926], [0.342, 0.001, 0.401], [0.931, -1.137, -2.306], [0.489, -0.709, -0.173], [3.006, 2.944, -1.062], [2.437, -2.748, 0.621], [-1.250, 0.031, 1.007], [-2.288, 1.030, 1.561], [-2.126, -0.095, -3.836], [-0.123, 0.177, -4.493], [-3.197, -1.794, -2.167], [0.735, 0.248, -0.836], [-0.443, -1.357, 0.337], [0.560, 0.275, 0.728]]
}